Below is an isolated molecule of C4H7NO, with properties calculated with the ωB97M-V functional and the def2-TZVPD basis.

Its HOMO-LUMO gap is 10.43 eV. As for the spin multiplicity: 1. Its energy relative to the best compared isomer or geometry (same formula, charge and spin) is 1.691 eV. For the HOMO energy, the calculation gives -0.3555 Eh.

```
13
Properties=species:S:1:pos:R:3:forces:R:3:nbo_charge:R:1
C 1.401 -0.087 1.098 0.05 0.02 0.01 -0.6161
C 0.007 -0.014 0.514 0.18 -0.22 0.23 -0.1615
N -0.326 1.087 -0.423 -0.11 0.28 0.13 -0.6078
C -1.128 0.190 -1.283 -0.13 -0.11 -0.28 -0.3409
C -0.354 -0.955 -0.636 0.06 -0.52 -0.08 0.6062
O -0.025 -2.062 -0.955 -0.24 0.53 0.18 -0.5035
H 1.595 0.759 1.767 -0.04 -0.12 -0.10 0.2154
H 2.157 -0.089 0.308 -0.12 0.04 0.08 0.2208
H 1.502 -1.013 1.676 0.00 0.17 -0.10 0.2230
H -0.750 -0.129 1.311 0.09 0.01 -0.13 0.1910
H -0.846 1.855 -0.012 0.06 -0.09 -0.02 0.3624
H -1.041 0.335 -2.363 0.06 0.00 0.15 0.2146
H -2.192 0.122 -1.002 0.15 0.02 -0.07 0.1963
```
Forces are in eV/Å.

Below is an isolated molecule of C4H7NO, with properties calculated with the ωB97M-V functional and the def2-TZVPD basis.

Its HOMO-LUMO gap is 10.51 eV. As for the spin multiplicity: 1. Its energy relative to the best compared isomer or geometry (same formula, charge and spin) is 1.898 eV. For the HOMO energy, the calculation gives -0.3533 Eh.

```
13
Properties=species:S:1:pos:R:3:forces:R:3:nbo_charge:R:1
C -1.601 -0.040 0.484 -0.03 0.04 0.03 -0.6250
C -0.305 -0.690 0.068 -0.19 -0.13 0.10 -0.0295
C 0.309 -0.285 -1.257 0.05 -0.09 -0.24 -0.2113
N 0.885 0.073 -0.017 0.13 0.21 0.12 -0.4472
C 1.853 0.778 0.611 0.03 0.03 -0.13 0.5393
O 2.746 1.384 0.056 -0.29 -0.16 0.17 -0.5947
H -1.721 -0.036 1.571 0.01 -0.01 -0.12 0.2174
H -2.436 -0.596 0.044 0.07 0.11 0.12 0.2187
H -1.641 0.994 0.126 0.01 -0.15 0.06 0.2167
H -0.186 -1.727 0.389 0.05 0.13 -0.14 0.1981
H 0.833 -1.018 -1.866 -0.04 0.03 0.09 0.2053
H -0.218 0.488 -1.815 0.15 -0.04 0.08 0.1989
H 1.739 0.728 1.710 0.06 0.02 -0.14 0.1134
```
Forces are in eV/Å.

Below is a cluster of 3 separate species, C4H7NO in total at a distorted geometry, with properties calculated with the ωB97M-V functional and the def2-TZVPD basis.

Its HOMO-LUMO gap is 10.65 eV. As for the spin multiplicity: 1. Its energy relative to the best compared isomer or geometry (same formula, charge and spin) is 3.439 eV. For the HOMO energy, the calculation gives -0.3807 Eh.

```
13
Properties=species:S:1:pos:R:3:forces:R:3:nbo_charge:R:1
O 2.274 0.054 0.437 -0.14 0.46 -0.33 -0.5132
C 1.862 1.033 -0.138 0.14 -0.26 0.17 0.2728
C -0.607 -1.470 -0.585 -0.14 0.09 0.01 -0.2707
C -1.650 -0.647 -0.487 0.15 -0.18 -0.01 -0.3357
C -1.517 0.769 -0.703 0.13 0.95 -0.15 0.2597
N -1.397 1.909 -0.871 -0.10 -1.10 0.16 -0.3215
H 0.680 -0.027 2.160 -0.09 -0.01 0.07 0.0145
H 2.193 1.281 -1.165 0.00 -0.01 0.10 0.1155
H 1.120 1.717 0.313 0.12 -0.07 0.02 0.1321
H -0.721 -2.533 -0.405 -0.04 0.13 -0.02 0.2114
H 0.388 -1.113 -0.827 -0.18 -0.07 0.02 0.2140
H 0.018 0.031 2.499 0.04 0.02 0.00 -0.0216
H -2.642 -1.003 -0.228 0.12 0.06 -0.04 0.2427
```
Forces are in eV/Å.

Below is a cluster of 2 separate species, C4H7NO in total at a distorted geometry, with properties calculated with the ωB97M-V functional and the def2-TZVPD basis.

Its HOMO-LUMO gap is 10.88 eV. As for the spin multiplicity: 1. Its energy relative to the best compared isomer or geometry (same formula, charge and spin) is 2.743 eV. For the HOMO energy, the calculation gives -0.3617 Eh.

```
13
Properties=species:S:1:pos:R:3:forces:R:3:nbo_charge:R:1
C -0.102 0.637 -1.601 0.16 -0.11 -0.01 -0.6142
C -0.034 -0.484 -0.572 0.74 -1.00 -0.51 -0.4655
C 0.922 -0.478 0.536 0.00 0.33 0.74 0.4275
O 0.831 -1.164 1.535 0.66 0.06 -0.30 -0.5981
C -0.919 0.266 2.231 -1.17 1.05 -0.26 0.1200
N -1.353 0.777 1.292 -0.04 -0.12 1.27 -0.3873
H -0.857 1.400 -1.369 0.21 -0.39 0.24 0.2360
H -0.363 0.207 -2.572 0.11 0.15 0.07 0.2161
H 0.864 1.146 -1.693 -0.08 -0.07 -0.06 0.2073
H -0.989 -0.975 -0.372 0.38 0.04 0.12 0.2465
H 1.837 0.097 0.288 0.11 0.03 0.26 0.1192
H 0.729 -1.299 -0.860 -1.10 0.09 -1.42 0.2466
H -0.567 -0.130 3.158 0.01 -0.05 -0.13 0.2458
```
Forces are in eV/Å.